{
  "formula": "C4H9OPS",
  "method": "ωB97M-V with the def2-TZVPD basis set",
  "elements": ["S", "P", "O", "C", "C", "C", "C", "H", "H", "H", "H", "H", "H", "H", "H", "H"],
  "coordinates": [[-2.147, -0.019, 0.756], [0.447, -2.280, -0.028], [1.875, -0.142, 1.254], [0.395, -0.468, -0.539], [-1.116, -0.056, -0.760], [0.771, 1.819, 0.146], [1.165, 0.382, 0.440], [-1.364, 1.005, -1.190], [0.772, -0.459, -1.497], [1.590, 2.419, 0.655], [1.682, -2.234, 0.604], [-2.676, -1.241, 0.657], [0.763, 2.028, -0.983], [-1.688, -0.786, -1.515], [-0.211, 2.030, 0.755], [-0.258, -1.997, 1.245]],
  "forces_ev_per_a": [[0.0, 0.0, 0.0], [-1.4, 0.2, 0.7], [0.4, 1.6, 0.4], [-2.5, -1.7, 1.5], [-1.9, 0.1, -1.6], [1.3, 1.5, 2.0], [-1.6, -0.4, -1.6], [1.2, -2.0, 0.6], [1.4, 0.4, -2.2], [-1.1, -0.1, -0.8], [0.4, -0.1, 0.0], [0.1, -0.1, 0.1], [-0.4, -0.3, 1.9], [1.6, 1.5, 1.6], [1.7, -0.3, -1.6], [0.6, -0.5, -1.0]],
  "gap_ev": 9.90,
  "e_tot_ha": -972.51726,
  "homo_energy_ev": -9.25,
  "charge": 0
}

---

{
  "formula": "C4H9PS",
  "method": "ωB97M-V with the def2-TZVPD basis set",
  "elements": ["S", "P", "C", "C", "C", "C", "H", "H", "H", "H", "H", "H", "H", "H", "H"],
  "coordinates": [[0.207, 1.094, 1.660], [-0.708, -0.490, 0.533], [-0.492, -1.287, -2.059], [0.833, 0.846, -1.503], [-0.370, 0.380, 3.297], [-0.188, -0.146, -1.188], [-1.077, -2.002, -1.572], [1.791, 0.570, -1.122], [0.171, -0.451, 3.566], [0.647, 1.672, -0.742], [-0.864, -1.059, -3.051], [0.611, -1.747, -2.349], [0.084, 1.122, 3.958], [0.740, 1.115, -2.572], [-1.385, 0.383, 3.146]],
  "forces_ev_per_a": [[-0.2, -1.2, 0.0], [1.1, 1.4, -3.3], [3.8, -0.2, -2.1], [-1.4, 2.0, 0.9], [2.7, 3.3, -1.3], [-1.0, -1.9, 5.1], [-0.9, -1.3, 0.5], [1.0, -0.8, -0.5], [0.5, -2.5, 0.1], [0.0, -0.1, -1.7], [-0.5, 0.3, -0.1], [-2.6, 0.6, 0.8], [-1.0, 0.3, 0.3], [0.7, 0.3, 0.6], [-2.3, -0.4, 0.8]],
  "gap_ev": 7.76,
  "e_tot_ha": -897.26998,
  "homo_energy_ev": -7.61,
  "charge": 0
}